# 1
A structure of composition C31H52N2O5S at a distorted geometry, computed with ωB97M-V/def2-TZVPD.

For the largest force on an atom, the calculation gives 0.37472 Eh/bohr. For the energy relative to the best compared isomer or geometry (same formula, charge and spin), the calculation gives 2902.9 kJ/mol. The value obtained for the HOMO energy is -7.81 eV. Its LUMO energy is 0.34 eV. The orbital gap comes out at 8.1 eV. As for the spin multiplicity: 1.

```
91
Properties=species:S:1:pos:R:3:forces:R:3:lowdin_charge:R:1
C -2.735399 -1.016284 4.044201 -2.2 -8.0 -6.5 0.056
C -2.399619 -1.683993 2.832604 -3.9 0.2 4.4 -0.112
C -1.166657 -1.459211 1.934935 -4.6 -5.7 0.7 -0.373
C -0.114035 -2.238367 2.742317 -7.2 -6.1 -3.5 0.001
H 0.031561 -1.840368 3.540779 2.0 5.4 9.4 -0.017
H 0.686635 -2.288659 2.226816 5.8 -0.9 -3.6 0.011
H -0.490094 -3.363617 3.187229 1.0 3.1 -2.0 0.195
C -0.826441 -0.052067 1.710269 2.0 3.0 2.7 -0.057
H -0.660792 0.267265 2.763775 0.4 -0.2 -0.3 0.141
H 0.213627 -0.198035 1.350473 -0.7 1.4 -0.1 0.103
C -1.549748 1.364080 1.186607 4.3 -8.2 -6.5 -0.025
H -2.140931 1.847181 1.813466 -2.2 2.3 2.9 0.095
C -2.392382 0.593063 -0.113301 -4.4 11.6 7.6 -0.318
C -3.651290 0.368137 0.772110 1.9 -12.7 -3.5 -0.004
H -4.048214 1.109680 1.187841 -2.7 6.5 3.1 -0.001
H -3.534537 -0.534909 1.572159 -0.1 2.8 -1.6 0.099
H -4.435567 -0.180331 0.124148 0.7 1.3 1.0 0.112
C -2.971655 1.725067 -0.969113 3.2 4.3 -2.1 -0.385
C -3.851466 2.916076 -0.636493 -3.0 -6.2 9.9 -0.042
H -4.160260 3.576021 -1.252702 -0.9 4.4 -5.1 -0.012
H -4.957693 2.357875 -0.401713 2.2 1.6 -0.3 0.139
H -3.684821 3.447913 0.440936 0.2 -1.2 -2.7 0.137
H -2.091554 2.474580 -1.362841 -1.1 -2.7 0.5 0.180
C -3.557919 0.973115 -2.064358 4.4 -2.8 -6.6 -0.048
H -2.908868 1.341970 -3.365346 -1.3 -1.0 3.5 0.205
H -4.429356 1.281561 -2.456223 -3.6 0.9 -0.6 0.032
C -3.541460 -0.813755 -2.134005 3.0 5.9 6.0 0.013
H -4.424537 -0.771932 -1.646299 -2.8 -1.4 2.1 0.055
H -3.737516 -1.038883 -3.042152 -0.6 -1.8 -6.3 0.043
C -2.281654 -1.329895 -1.395964 0.0 -1.1 -0.2 -0.250
C -1.519308 -0.041887 -0.915036 1.6 -7.5 -2.3 -0.212
C -0.747560 0.400972 -2.125372 2.2 5.1 3.2 -0.231
O -0.106301 1.525362 -2.023535 -2.3 -4.9 -2.1 0.024
C -0.659081 -0.751792 -3.108257 -0.4 4.4 0.1 -0.060
C -1.384465 -1.916187 -2.525129 3.5 5.2 6.9 -0.098
H -1.819794 -2.216528 -3.267019 -5.4 -4.6 -7.5 0.031
H -0.596770 -2.495088 -2.218632 1.4 -2.3 1.2 0.102
H 0.402262 -0.791802 -3.085811 1.1 -0.6 -1.3 0.108
H -1.147705 -0.186231 -3.960505 0.9 -1.4 0.1 0.159
H -0.825960 -0.437379 -0.189473 1.3 -0.2 -0.8 0.124
C -2.552764 -2.403490 -0.196785 -5.6 1.5 -1.5 -0.153
H -3.668076 -1.939856 0.412236 3.7 -1.7 -1.7 0.189
C -3.080227 -3.720316 -0.969707 3.4 -0.3 5.2 -0.022
H -3.538727 -4.474880 -0.269481 0.3 0.8 -1.1 0.103
H -2.199872 -4.131385 -1.425108 1.1 -1.0 0.6 0.068
H -3.496465 -3.574057 -1.851422 -3.5 1.4 -3.5 0.015
C -1.381585 -2.604998 0.726119 -5.2 0.1 3.6 -0.283
O -1.353190 -3.980418 1.186713 -1.6 2.3 0.1 -0.031
H -2.262428 -3.881467 1.556159 0.8 -1.5 0.3 0.083
H -0.639785 -2.379860 0.201716 7.0 0.8 -4.6 0.046
O -0.377131 2.019644 0.648888 -2.5 -1.7 1.4 0.036
C -0.508932 3.335383 0.669219 10.9 -7.7 -5.4 -0.704
O -1.241114 3.947199 1.165789 -12.6 8.6 7.7 0.262
C 0.639966 3.881984 0.040380 -0.7 5.4 4.7 -0.434
H 0.452106 4.955041 -0.047405 -0.2 0.0 0.0 0.118
H 0.705041 3.584612 -0.820930 0.5 -3.4 -9.6 -0.012
S 2.175528 3.847649 0.698138 2.9 1.3 3.1 1.037
C 3.083381 2.543853 0.007900 2.5 -1.1 -2.7 -0.676
C 4.634215 2.910261 0.398072 -1.4 -6.6 4.0 -0.088
H 5.429108 2.057148 0.252868 -1.7 1.1 -0.9 0.099
H 4.976630 3.720819 -0.068757 1.2 3.5 -1.3 0.007
H 4.741830 2.798888 1.552369 -0.4 1.5 -1.6 0.101
C 3.077912 2.574214 -1.625317 -8.0 -0.1 6.8 -0.008
H 3.630283 1.885272 -1.899428 6.2 -6.0 -2.9 -0.025
H 2.075110 2.100479 -1.842200 0.6 1.3 -0.4 0.087
H 3.225631 3.501495 -1.901887 0.7 4.5 -2.0 0.030
C 2.649208 1.123709 0.594396 -4.3 5.8 -3.1 -0.296
N 3.382996 0.182570 0.144136 -3.2 -8.7 -3.2 0.055
C 2.547903 -1.126797 -0.321042 18.7 4.5 -0.8 -0.421
O 1.521114 -1.085766 0.003052 -14.6 -2.0 2.4 0.181
C 3.633830 -2.063373 -0.767871 -0.1 -4.6 -3.2 -0.270
N 3.107147 -2.787167 -2.010363 -2.8 3.6 -4.4 -0.074
H 2.002802 -3.060251 -1.965341 3.3 1.1 0.4 0.108
H 3.037581 -1.829596 -3.012907 0.1 -3.6 3.7 0.209
C 3.713444 -3.427282 0.179984 -2.0 5.7 3.1 -0.358
C 4.638736 -4.408392 -0.352754 -6.8 -4.7 -0.3 -0.097
H 5.492224 -4.018124 -0.399366 7.5 2.8 0.2 -0.007
H 4.504895 -5.236430 0.394683 0.9 0.1 -1.1 0.120
H 4.413439 -4.696138 -1.422365 -0.2 -0.1 1.4 0.105
C 4.176790 -2.766354 1.634177 0.1 1.6 -3.1 -0.046
H 4.140916 -3.505483 2.339821 0.6 -2.2 1.8 0.013
H 5.239251 -2.394635 1.390560 -1.6 -0.2 1.1 0.101
H 3.447085 -1.994981 2.112155 1.4 -0.8 -1.6 0.100
H 2.666763 -3.767002 0.467072 1.0 0.2 -1.2 0.147
H 4.799754 -1.706904 -1.228117 -3.7 -0.4 2.2 0.229
H 4.284394 0.192412 0.023277 5.9 0.1 -0.8 0.033
H 2.779115 1.348744 1.558910 -0.6 0.3 4.6 0.077
H 1.584474 0.801278 0.192587 1.6 1.8 1.7 0.152
H -3.286070 -2.555159 2.730191 2.9 1.9 -0.5 0.166
H -2.275478 -0.277182 4.366613 4.6 6.9 2.8 -0.042
H -3.521000 -1.339652 4.685012 -0.7 -0.5 0.0 0.048
```
Forces are in eV/Å.

---

# 2
A cluster of 2 separate species, C9H21O3P in total at a distorted geometry, computed with ωB97M-V/def2-TZVPD.

For the largest force on an atom, the calculation gives 0.09117 Eh/bohr. For the energy relative to the best compared isomer or geometry (same formula, charge and spin), the calculation gives 369.9 kJ/mol. The value obtained for the HOMO energy (spin up / spin down) is -6.29 / -6.29 eV. Its LUMO energy (spin up / spin down) is -0.39 / -0.39 eV. The orbital gap (spin up / spin down) comes out at 5.9 / 5.9 eV. As for the spin multiplicity: 1.

```
34
Properties=species:S:1:pos:R:3:forces:R:3:lowdin_charge:R:1
C -5.071415 0.316349 0.888202 0.7 2.4 0.2 -0.134
C 2.845423 -2.805939 -1.011325 1.7 2.4 -1.2 -0.073
C 4.717168 2.053873 -0.254296 0.3 -0.7 4.0 -0.069
C -4.630547 0.564332 -0.539172 1.0 2.5 -0.6 -0.267
C -3.163220 0.066190 -0.826321 -2.6 3.9 -0.1 -0.339
C 2.533453 -2.131096 0.310717 1.1 -2.8 2.0 -0.203
C 3.227794 1.708316 -0.307937 0.9 2.7 -1.7 -0.240
C -2.170546 0.882269 -0.068844 1.0 0.4 -2.0 -0.426
C 2.436857 0.038813 1.108626 1.5 1.6 -1.4 -0.118
O 0.029698 -0.740191 0.244204 2.1 -1.9 2.7 -0.626
O 3.096421 -0.769764 0.347075 -1.3 0.1 0.1 -0.002
O 2.658957 1.340328 0.939475 -1.3 -2.9 0.9 0.033
P -0.411369 0.421706 -0.603625 -1.8 1.2 -2.5 0.626
H -4.440158 0.802957 1.652668 0.3 0.1 -0.6 0.068
H -6.027271 0.768577 1.134479 -0.6 -0.8 -0.2 0.067
H -4.893937 -0.693458 1.063244 -0.7 -2.1 0.6 0.050
H 2.446242 -2.190079 -1.845562 -0.5 -0.9 0.3 0.087
H 3.965797 -2.641383 -1.202084 -1.3 -0.7 0.5 0.100
H 2.622293 -3.875778 -1.028530 -0.2 0.4 0.0 0.085
H 4.863000 3.034705 0.226691 0.0 -0.3 -0.2 0.077
H 5.392901 1.322171 0.388565 -1.4 1.1 -1.7 0.127
H 4.976001 2.129373 -1.255052 1.1 0.0 -1.8 0.048
H -4.656538 1.749007 -0.811618 -0.1 -2.7 0.6 0.145
H -5.279540 0.053415 -1.247217 -0.3 0.1 0.0 0.085
H -3.082893 0.282164 -1.879075 0.6 -0.8 -0.5 0.085
H -3.078415 -0.883622 -0.494328 0.2 -3.6 0.2 0.065
H 3.194547 -2.782846 1.026529 -1.4 1.5 -0.6 0.151
H 1.458668 -2.074360 0.635626 1.0 0.0 -0.7 0.100
H 3.155372 0.950592 -1.064809 -0.8 -0.4 0.0 0.106
H 2.722455 2.684075 -0.688718 0.3 -2.0 0.9 0.164
H -2.329494 0.764100 0.964828 0.1 0.2 1.4 0.046
H -2.327119 1.899619 -0.433389 0.1 0.4 0.6 0.059
H 1.953697 -0.342464 1.988845 -0.5 0.4 0.2 0.171
H -1.043502 -0.376664 -1.731783 0.8 0.9 0.3 -0.046
```
Forces are in eV/Å.

---

# 3
A structure of composition CH3BrN2O2 at a distorted geometry, computed with ωB97M-V/def2-TZVPD.

For the largest force on an atom, the calculation gives 0.05147 Eh/bohr. For the energy relative to the best compared isomer or geometry (same formula, charge and spin), the calculation gives 417.2 kJ/mol. The value obtained for the HOMO energy (spin up / spin down) is -9.30 / -9.30 eV. Its LUMO energy (spin up / spin down) is -2.13 / -2.13 eV. The orbital gap (spin up / spin down) comes out at 7.2 / 7.2 eV. As for the spin multiplicity: 1.

```
9
Properties=species:S:1:pos:R:3:forces:R:3:lowdin_charge:R:1
C -0.521884 0.556639 -0.481272 1.0 -2.2 1.0 0.097
N 1.263020 -0.646308 0.603498 -2.0 -0.2 -1.0 -0.458
N -0.004533 1.703768 0.020933 0.7 0.6 -0.3 -0.540
O -0.474793 2.219384 1.023552 -0.3 0.3 0.7 0.014
O 1.041173 2.109245 -0.538908 -0.5 0.4 -0.4 -0.168
Br 2.615010 0.270145 -0.020920 1.0 0.2 0.3 0.879
H -0.197485 0.204377 -1.440982 0.1 0.2 -0.2 0.091
H -1.346254 0.104101 0.045277 -0.1 0.3 -0.1 0.099
H 1.113111 -0.403586 1.587210 0.1 0.4 -0.1 -0.014
```
Forces are in eV/Å.

---

# 4
A structure of composition C42H39Br2N4OPTi at a distorted geometry, computed with ωB97M-V/def2-TZVPD.

The total charge is +2. For the largest force on an atom, the calculation gives 0.02489 Eh/bohr. The value obtained for the HOMO energy is -13.49 eV. Its LUMO energy is -6.81 eV. The orbital gap comes out at 6.7 eV. As for the spin multiplicity: 1.

```
90
Properties=species:S:1:pos:R:3:forces:R:3:lowdin_charge:R:1
Ti 0.243030 0.522623 0.375294 0.6 0.2 -1.1 0.656
C 1.638199 1.787409 3.620134 0.1 0.0 0.0 -0.071
C 1.515667 0.419828 4.265814 0.0 0.0 0.0 -0.376
C 0.920078 0.548113 5.667801 0.0 0.0 0.0 -0.045
C 0.652419 -0.541411 3.444030 0.1 -0.1 -0.1 -0.253
C 0.765715 -1.976525 3.967849 0.1 0.0 -0.2 -0.040
O 1.553370 -2.647700 2.954692 0.0 0.1 0.0 0.046
C 1.662102 -1.837155 1.904111 0.0 0.1 0.2 -0.323
N 1.109066 -0.672801 2.021770 -0.1 -0.3 0.0 0.008
C 2.487653 -2.424611 0.817487 0.0 0.0 0.1 -0.146
C 3.613718 -3.121049 1.254805 0.0 0.0 0.1 0.014
C 4.478933 -3.710155 0.348993 0.0 0.0 0.0 -0.022
C 4.208320 -3.641256 -1.007343 0.0 0.0 0.0 -0.025
C 3.077051 -2.972588 -1.449476 0.0 0.0 -0.1 -0.080
C 2.215873 -2.348837 -0.553767 -0.1 0.0 0.0 -0.330
P 0.745350 -1.503164 -1.180366 0.0 0.0 0.0 1.071
C 1.136096 -0.899490 -2.851182 -0.1 0.0 0.0 -0.351
C 0.121530 -0.862739 -3.809374 0.1 0.0 0.0 -0.081
C 0.358815 -0.300510 -5.056259 0.0 0.0 0.0 -0.061
C 1.609311 0.218807 -5.358768 0.0 0.0 0.0 -0.054
C 2.625955 0.168623 -4.413352 0.0 0.0 0.0 -0.049
C 2.391990 -0.380405 -3.163006 0.0 0.0 0.0 -0.120
C -0.510422 -2.798149 -1.422097 0.0 0.0 0.0 -0.358
C -0.157168 -4.135905 -1.594356 0.0 0.0 0.0 -0.050
C -1.139275 -5.092093 -1.821937 0.0 0.0 0.0 -0.044
C -2.476121 -4.723535 -1.875516 0.0 0.0 0.0 -0.049
C -2.837456 -3.394671 -1.688788 0.0 0.0 0.0 -0.058
C -1.859048 -2.439462 -1.455049 0.0 -0.1 -0.2 -0.141
H 2.234549 2.451922 4.247906 0.0 0.0 0.0 0.101
H 0.653968 2.250817 3.505715 0.0 0.0 0.0 0.076
H 2.128153 1.722535 2.648235 0.0 0.0 0.0 0.002
H 2.515153 -0.025726 4.335897 0.0 0.0 0.0 0.157
H -0.090750 0.966954 5.617315 0.1 0.0 0.0 0.092
H 1.525296 1.223083 6.272784 0.0 0.0 0.0 0.094
H 0.864173 -0.402434 6.201100 0.0 0.0 0.0 0.080
H -0.376998 -0.184673 3.461432 -0.1 0.0 0.0 0.132
H -0.179334 -2.505162 4.069309 0.0 0.0 -0.1 0.134
H 1.316059 -2.039812 4.899371 0.0 0.0 0.1 0.131
H 3.819227 -3.191397 2.313877 0.0 0.0 0.0 0.131
H 5.357956 -4.228789 0.708110 0.0 0.0 0.0 0.124
H 4.870044 -4.110513 -1.723554 0.0 0.0 0.0 0.124
H 2.863605 -2.932972 -2.510547 0.0 0.0 0.0 0.119
H -0.849876 -1.287817 -3.600458 -0.1 0.0 0.0 0.099
H -0.430566 -0.287996 -5.798595 0.0 0.0 0.0 0.115
H 1.798348 0.645512 -6.335767 0.0 0.0 0.0 0.116
H 3.610195 0.554904 -4.650860 -0.1 0.0 0.0 0.119
H 3.191928 -0.407438 -2.436857 0.0 0.0 0.0 0.074
H 0.881277 -4.442220 -1.551771 -0.1 0.0 0.0 0.106
H -0.855824 -6.127659 -1.961586 0.0 0.0 0.0 0.119
H -3.237088 -5.472013 -2.058142 0.0 0.0 0.0 0.118
H -3.880473 -3.104650 -1.725555 0.0 0.0 0.0 0.115
H -2.144041 -1.407522 -1.296505 0.0 0.0 0.0 0.080
C -2.949306 2.527206 -4.058057 0.0 0.0 0.0 -0.021
C -1.840677 2.225938 -3.085347 -0.1 0.0 0.0 -0.219
C -0.599810 2.884907 -3.155680 0.0 0.1 -0.1 0.024
C 0.419348 2.604845 -2.267737 0.2 -0.1 -0.2 -0.021
C 0.140615 1.642924 -1.312427 -0.2 0.0 0.5 -0.386
Br 2.672512 1.022133 0.038938 -0.2 0.1 0.1 0.411
N -1.013902 1.042329 -1.226887 0.0 -0.1 0.1 -0.052
C -2.017332 1.287605 -2.084247 0.0 -0.1 0.1 -0.055
H -2.606355 3.184354 -4.855554 0.0 0.0 0.0 0.088
H -3.785223 3.018133 -3.555924 0.0 0.0 0.0 0.094
H -3.332168 1.612438 -4.512341 0.0 0.0 0.0 0.092
H -0.450494 3.631002 -3.929956 0.0 0.0 0.0 0.134
H 1.385390 3.090344 -2.316100 0.0 0.0 0.0 0.123
H -2.946467 0.741112 -1.965389 0.0 0.0 0.0 0.132
Br 0.203008 8.021776 0.258027 0.0 0.0 0.0 0.827
C -0.159990 6.211137 0.584718 0.0 0.0 0.0 -0.683
C 0.878370 5.346180 0.895576 0.1 0.0 0.0 -0.087
C 0.608426 4.009567 1.124802 0.0 -0.1 0.0 -0.026
C -0.698278 3.540050 1.065373 0.1 0.1 -0.1 -0.255
C -1.730966 4.409854 0.724035 -0.1 -0.1 0.0 -0.013
C -1.464141 5.745337 0.490107 0.0 0.1 0.0 -0.098
N -0.947866 2.147258 1.279119 0.5 0.3 -0.2 0.033
C -2.073325 1.780711 1.726574 -0.7 -0.1 0.4 -0.043
C -2.415965 0.364764 1.794348 -0.1 0.1 0.1 -0.244
C -3.575643 -0.059684 2.405388 -0.2 0.1 0.1 0.031
C -3.818491 -1.422996 2.516409 -0.2 0.0 0.1 0.003
C -2.878071 -2.300648 2.024251 0.1 -0.1 0.0 0.005
C -1.738507 -1.791494 1.418057 0.1 0.0 0.0 -0.111
N -1.514314 -0.487393 1.277644 0.0 -0.1 0.1 0.021
H 1.893567 5.715048 0.953683 0.0 0.0 0.0 0.117
H 1.421064 3.334590 1.348926 0.0 0.0 0.0 0.062
H -2.746132 4.051193 0.595584 0.0 0.0 0.0 0.118
H -2.262969 6.422574 0.219488 0.0 0.0 0.0 0.114
H -2.801553 2.498950 2.093605 -0.1 0.0 0.0 0.150
H -4.272586 0.668262 2.802141 0.0 0.0 0.0 0.135
H -4.720935 -1.785280 2.991624 0.0 0.0 0.0 0.132
H -3.008864 -3.372314 2.097716 0.0 0.0 0.0 0.133
H -0.987700 -2.460879 1.026494 0.0 0.0 0.0 0.111
```
Forces are in eV/Å.